(1)
Entry from OMol25: a single C24H19N3O6S molecule in a non-equilibrium geometry (wB97M-V/def2-TZVPD).

Last column: natural (NBO) charge in e.
Positions of all 53 atoms, in Å:
1 O 0.688 0.725 2.314  -0.572
2 C 0.033 0.121 1.499  0.697
3 N -1.258 -0.231 1.817  -0.624
4 C -2.232 -0.976 1.210  0.259
5 N -3.374 -1.132 1.778  -0.482
6 C -4.234 -1.907 1.060  0.179
7 C -3.717 -2.390 -0.130  -0.273
8 C -4.247 -3.250 -1.143  0.232
9 C -3.716 -3.555 -2.378  -0.290
10 C -4.612 -4.461 -2.979  -0.312
11 C -5.615 -4.647 -2.075  0.097
12 O -5.402 -3.924 -0.967  -0.375
13 H -6.503 -5.248 -2.102  0.205
14 H -4.523 -4.910 -3.946  0.231
15 H -2.805 -3.170 -2.790  0.224
16 S -2.083 -1.808 -0.330  0.364
17 C -5.545 -2.085 1.623  0.215
18 C -5.991 -1.682 2.861  -0.265
19 C -7.345 -2.064 2.933  -0.316
20 C -7.626 -2.665 1.741  0.103
21 O -6.549 -2.680 0.947  -0.379
22 H -8.525 -3.103 1.355  0.203
23 H -8.016 -1.914 3.753  0.230
24 H -5.407 -1.181 3.604  0.240
25 H -1.554 0.108 2.729  0.434
26 C 0.543 -0.265 0.122  -0.333
27 C -0.105 0.614 -0.950  -0.501
28 C 0.875 1.768 -1.143  0.693
29 O 0.617 2.796 -1.723  -0.598
30 N 2.059 1.407 -0.582  -0.446
31 C 3.229 2.180 -0.547  0.224
32 C 4.452 1.569 -0.294  -0.329
33 C 5.620 2.316 -0.247  0.297
34 C 5.581 3.692 -0.481  0.187
35 C 4.354 4.298 -0.717  -0.222
36 C 3.190 3.560 -0.742  -0.245
37 H 2.250 4.049 -0.931  0.252
38 H 4.335 5.364 -0.879  0.228
39 O 6.716 4.465 -0.491  -0.482
40 C 7.900 3.706 -0.580  -0.096
41 C 7.844 2.525 0.389  -0.097
42 H 8.760 1.934 0.349  0.201
43 O 6.791 1.656 0.036  -0.499
44 H 7.691 2.904 1.409  0.180
45 H 8.722 4.381 -0.335  0.201
46 H 8.027 3.326 -1.603  0.178
47 H 4.544 0.509 -0.126  0.224
48 C 2.033 0.076 -0.007  -0.204
49 H 2.519 0.085 0.972  0.239
50 H 2.538 -0.640 -0.665  0.194
51 H -0.204 0.082 -1.898  0.243
52 H -1.086 1.002 -0.679  0.245
53 H 0.364 -1.329 -0.041  0.241

The HOMO energy is -7.497 eV. The calculation puts the relative energy (zero: lowest compared OMol25 entry of this formula, charge and spin) at 0.0 kcal per mole. Its net charge is 0. The frontier orbital gap is 7.476 eV. The structure (SMILES) is O=C(Nc1nc(-c2ccco2)c(-c2ccco2)s1)[C@H]1CC(=O)N(c2ccc3c(c2)OCCO3)C1. As for the spin multiplicity: 1.

***

(2)
Entry from OMol25: a molecular structure, C24H20AsClN5O8PdS (wB97M-V/def2-TZVPD).

Last column: natural (NBO) charge in e.
Positions of all 61 atoms, in Å:
1 Pd 0.465 1.371 -0.765  1.521
2 O 0.910 0.542 -2.764  -1.042
3 As 2.848 0.495 -2.821  1.680
4 O 3.082 1.653 -3.913  -1.100
5 O 2.577 1.573 -1.054  -0.864
6 C 3.386 2.452 -0.426  0.438
7 C 4.637 2.770 -0.952  -0.290
8 C 5.481 3.623 -0.263  -0.142
9 C 5.106 4.186 0.950  -0.242
10 C 3.861 3.902 1.473  -0.133
11 C 3.005 3.043 0.790  -0.493
12 S 1.413 2.760 1.448  2.388
13 O 0.442 3.265 0.408  -0.914
14 O 1.269 3.361 2.726  -0.867
15 O 1.159 1.286 1.398  -0.871
16 H 0.717 1.245 -3.410  0.511
17 H 4.927 2.361 -1.910  0.237
18 H 6.450 3.856 -0.684  0.230
19 H 5.779 4.848 1.478  0.233
20 H 3.532 4.331 2.409  0.248
21 Cl -5.042 6.058 0.217  0.151
22 C -4.069 4.682 0.040  0.019
23 C -4.360 3.512 0.766  -0.198
24 C -3.578 2.412 0.610  -0.170
25 C -2.422 2.413 -0.260  0.467
26 O -1.732 1.376 -0.337  -0.568
27 C -2.154 3.638 -1.005  -0.195
28 C -1.079 3.777 -1.990  0.466
29 O -0.168 2.994 -2.194  -0.543
30 C -2.980 4.721 -0.852  -0.134
31 H -5.206 3.508 1.440  0.257
32 H -3.768 1.496 1.153  0.251
33 H -1.131 4.684 -2.609  0.168
34 H -2.802 5.628 -1.416  0.249
35 C -1.196 -1.583 -1.815  -0.664
36 C -0.018 -1.737 -0.921  0.415
37 N 0.676 -0.758 -0.364  -0.506
38 C 1.709 -1.325 0.352  -0.071
39 C 1.636 -2.668 0.219  -0.072
40 N 0.540 -2.916 -0.584  -0.335
41 C 0.097 -4.250 -0.981  -0.037
42 N -0.184 -5.074 0.147  -0.235
43 N 0.829 -5.799 0.699  -0.020
44 N 0.429 -6.333 1.778  -0.178
45 C -0.878 -5.945 2.007  0.017
46 C -1.750 -6.264 3.052  -0.154
47 C -3.008 -5.714 3.002  -0.226
48 C -3.403 -4.872 1.942  -0.175
49 C -2.557 -4.554 0.905  -0.271
50 C -1.279 -5.115 0.964  0.160
51 H -1.436 -0.530 -1.915  0.249
52 H -2.072 -2.095 -1.414  0.233
53 H -0.985 -1.979 -2.809  0.246
54 H 2.405 -0.726 0.909  0.252
55 H 2.233 -3.467 0.624  0.256
56 H 0.888 -4.734 -1.551  0.245
57 H -0.790 -4.148 -1.601  0.225
58 H -1.437 -6.916 3.855  0.239
59 H -3.719 -5.933 3.787  0.228
60 H -4.408 -4.470 1.944  0.222
61 H -2.877 -3.919 0.090  0.211

The HOMO energy (spin up / spin down) is -11.333 / -11.292 eV. Its net charge is +1. The frontier orbital gap (spin up / spin down) is 7.312 / 4.900 eV. As for the spin multiplicity: 5.

***

(3)
Entry from OMol25: a molecular structure, C24H20BrI2N2O8Y in a non-equilibrium geometry (wB97M-V/def2-TZVPD).

Last column: natural (NBO) charge in e.
Positions of all 58 atoms, in Å:
1 Y 0.361 0.303 -0.363  2.062
2 I -5.801 -4.651 -0.007  0.135
3 C -4.365 -3.121 -0.132  -0.166
4 C -4.772 -1.818 -0.369  -0.268
5 C -3.803 -0.841 -0.451  -0.172
6 I -4.332 1.163 -0.799  0.155
7 C -2.422 -1.102 -0.294  0.308
8 O -1.566 -0.102 -0.380  -0.900
9 C -2.049 -2.441 -0.058  -0.115
10 C -0.611 -2.841 0.186  -0.226
11 N 0.351 -2.190 -0.727  -0.655
12 C 0.177 -2.591 -2.125  -0.264
13 C 0.857 -1.607 -3.042  0.236
14 C 1.550 -2.013 -4.171  -0.248
15 C 2.111 -1.052 -4.999  -0.136
16 C 1.927 0.286 -4.689  -0.247
17 C 1.215 0.607 -3.547  0.076
18 N 0.721 -0.316 -2.715  -0.527
19 C -3.027 -3.426 0.016  -0.217
20 H -5.816 -1.570 -0.492  0.240
21 H -0.319 -2.562 1.200  0.253
22 H -0.538 -3.931 0.106  0.188
23 H 1.280 -2.467 -0.426  0.385
24 H 0.532 -3.607 -2.317  0.198
25 H -0.894 -2.567 -2.342  0.239
26 H 1.648 -3.066 -4.396  0.226
27 H 2.680 -1.345 -5.871  0.226
28 H 2.326 1.069 -5.317  0.231
29 H 1.040 1.637 -3.266  0.242
30 H -2.730 -4.451 0.204  0.221
31 O 2.268 3.861 -0.383  -0.685
32 C 1.890 2.558 -0.293  0.752
33 O 0.890 2.184 -1.070  -0.901
34 C 3.160 1.700 -0.433  -0.111
35 O 2.836 0.303 -0.401  -0.585
36 C 3.279 -0.417 0.767  -0.181
37 C 2.189 -0.612 1.854  0.775
38 O 2.562 -0.926 2.963  -0.616
39 O 0.975 -0.487 1.436  -0.873
40 H 1.480 4.412 -0.457  0.494
41 H 3.589 1.921 -1.410  0.207
42 H 3.867 1.971 0.349  0.212
43 H 3.573 -1.412 0.426  0.203
44 H 4.148 0.056 1.218  0.215
45 Br -3.950 1.750 5.339  0.062
46 C -2.389 2.144 4.337  -0.059
47 C -1.325 2.772 4.965  -0.242
48 C -0.192 3.071 4.227  -0.139
49 C -0.121 2.721 2.885  -0.178
50 C -1.199 2.089 2.275  -0.088
51 C -2.345 1.804 2.995  -0.256
52 C 1.089 3.102 2.095  0.804
53 O 1.744 4.082 2.321  -0.563
54 O 1.355 2.196 1.132  -0.631
55 H -1.387 3.028 6.013  0.231
56 H 0.651 3.571 4.686  0.236
57 H -1.169 1.841 1.222  0.198
58 H -3.196 1.328 2.526  0.239

The HOMO energy is -8.210 eV. The calculation puts the relative energy (zero: lowest compared OMol25 entry of this formula, charge and spin) at 51.5 kcal per mole. Its net charge is 0. The frontier orbital gap is 7.886 eV. As for the spin multiplicity: 1.

***

(4)
Entry from OMol25: a molecular structure, C24H20BrN5NbOS in a non-equilibrium geometry (wB97M-V/def2-TZVPD).

Last column: natural (NBO) charge in e.
Positions of all 53 atoms, in Å:
1 Nb -0.077 0.047 0.217  1.973
2 Br -2.387 -3.834 -5.889  0.209
3 C -1.776 -2.699 -4.519  -0.124
4 C -1.153 -1.506 -4.896  -0.082
5 C -0.627 -0.644 -3.898  -0.254
6 C -0.654 -1.019 -2.565  0.397
7 O -0.208 -0.116 -1.629  -0.656
8 C -1.275 -2.208 -2.165  -0.225
9 C -1.347 -2.603 -0.841  0.281
10 N -0.747 -1.963 0.173  -0.619
11 C -0.633 -2.640 1.432  0.152
12 C -1.372 -3.749 1.866  -0.156
13 C -0.979 -4.453 2.985  -0.183
14 C 0.062 -4.006 3.777  -0.086
15 C 0.632 -2.699 3.537  -0.095
16 C 1.695 -2.185 4.293  0.016
17 C 2.348 -1.018 3.834  -0.256
18 C 1.871 -0.307 2.757  0.116
19 N 0.846 -0.786 2.019  -0.582
20 C 0.269 -2.011 2.329  0.159
21 C -1.834 -3.087 -3.166  -0.100
22 H -0.985 -1.292 -5.984  0.281
23 H -0.120 0.250 -4.262  0.262
24 H -2.014 -3.463 -0.654  0.243
25 H -2.272 -4.033 1.350  0.245
26 H -1.410 -5.417 3.223  0.271
27 H 0.351 -4.534 4.633  0.251
28 H 1.891 -2.676 5.245  0.269
29 H 3.229 -0.620 4.345  0.275
30 H 2.332 0.638 2.451  0.236
31 H -2.281 -4.066 -3.007  0.269
32 C 5.005 1.715 -1.357  -0.596
33 C 3.871 2.535 -0.774  -0.591
34 C 2.818 1.740 -0.286  0.652
35 N 1.879 1.087 -0.065  -0.558
36 H 5.693 2.408 -1.899  0.271
37 H 4.640 1.005 -2.161  0.231
38 H 5.551 1.149 -0.590  0.242
39 H 3.503 3.240 -1.536  0.306
40 H 4.307 3.164 0.013  0.310
41 C -3.732 5.192 0.213  -0.698
42 C -2.669 4.180 0.134  0.390
43 C -1.382 4.446 -0.387  -0.281
44 C -0.434 3.506 -0.291  0.102
45 N -0.645 2.293 0.254  -0.589
46 C -1.954 2.055 0.618  0.292
47 S -2.093 0.504 1.414  0.137
48 N -2.964 2.903 0.515  -0.433
49 H -4.353 4.998 1.122  0.282
50 H -4.410 5.157 -0.638  0.291
51 H -3.322 6.236 0.183  0.261
52 H -1.241 5.449 -0.824  0.274
53 H 0.556 3.739 -0.647  0.220

The HOMO energy is -16.765 eV. The calculation puts the relative energy (zero: lowest compared OMol25 entry of this formula, charge and spin) at 3.0 kcal per mole. Its net charge is +3. The frontier orbital gap is 5.368 eV. As for the spin multiplicity: 1.

***

Sequential energy output: -1939.8595, -5023.9644, -4845.9602, -4303.8692 hartree